Density functional theory data (the ωB97M-V functional and the def2-TZVPD basis) for 6 unconnected molecules or ions with the total composition C18H42BFN9O14 in a non-equilibrium geometry.

XYZ file:
```
85
Properties=species:S:1:pos:R:3:lowdin_charge:R:1
C 5.759 -0.448 1.263 -0.094
C 5.112 0.846 1.798 -0.240
C 4.884 1.914 0.713 -0.183
C 3.447 2.001 0.199 -0.130
C 2.819 0.628 -0.107 -0.203
N 1.983 0.220 1.067 0.182
C 0.728 0.727 1.068 -0.268
N -0.148 0.345 1.958 0.158
C -1.546 0.811 2.004 -0.098
C -2.363 -0.013 2.997 -0.201
O -2.760 0.725 4.154 -0.061
N 0.289 1.654 0.124 -0.005
F 0.601 2.953 0.537 0.035
C 0.707 1.382 -1.254 -0.046
C 1.991 0.531 -1.394 -0.276
C 2.812 1.026 -2.595 -0.111
C 2.034 0.922 -3.918 -0.060
C 2.481 -0.157 -4.862 -0.497
O 1.685 -0.702 -5.626 0.086
O 3.787 -0.478 -4.830 0.123
B 1.643 -1.010 -1.723 -0.588
N 0.320 -1.536 -1.375 0.197
O 2.600 -1.746 -2.325 0.205
H 5.787 -0.460 0.180 0.063
H 6.787 -0.511 1.597 0.074
H 5.268 -1.345 1.625 0.068
H 5.812 1.271 2.507 0.101
H 4.213 0.636 2.364 0.089
H 5.577 1.735 -0.103 0.114
H 5.124 2.880 1.141 0.110
H 3.410 2.675 -0.646 0.109
H 2.872 2.479 0.984 0.109
H 3.626 -0.091 -0.175 0.139
H 1.930 -0.795 1.134 0.166
H 0.128 -0.319 2.666 0.167
H -1.592 1.872 2.213 0.137
H -1.967 0.662 1.017 0.126
H -1.795 -0.884 3.325 0.118
H -3.266 -0.324 2.502 0.109
H -2.128 1.428 4.308 0.088
H -0.140 0.945 -1.763 0.124
H 0.872 2.353 -1.711 0.149
H 3.143 2.047 -2.454 0.116
H 3.697 0.406 -2.684 0.124
H 2.159 1.855 -4.461 0.143
H 0.967 0.786 -3.802 0.127
H 3.821 -1.405 -5.088 0.102
H 0.161 -2.476 -1.722 0.087
H 0.206 -1.577 -0.370 0.065
H 2.328 -2.640 -2.551 0.104
C -6.286 1.289 2.551 0.049
N -5.794 1.814 1.247 -0.433
O -6.337 2.779 0.772 0.084
O -4.852 1.233 0.740 0.044
H -7.109 1.905 2.888 0.097
H -6.604 0.262 2.397 0.109
H -5.451 1.335 3.246 0.085
C 2.156 -4.332 -6.462 0.064
N 3.175 -4.200 -5.386 -0.429
O 2.856 -4.485 -4.244 0.036
O 4.272 -3.803 -5.703 0.087
H 1.236 -4.693 -6.020 0.098
H 2.027 -3.346 -6.901 0.100
H 2.548 -5.032 -7.193 0.108
C -5.334 0.057 6.371 0.050
N -6.543 0.813 5.937 -0.457
O -7.406 0.211 5.331 0.057
O -6.582 1.988 6.217 0.073
H -5.446 -0.978 6.072 0.097
H -4.482 0.521 5.884 0.071
H -5.264 0.148 7.450 0.104
C -8.633 4.724 1.131 0.024
N -9.819 5.503 0.679 -0.459
O -10.620 4.944 -0.035 0.072
O -9.896 6.649 1.060 0.067
H -8.699 3.730 0.716 0.076
H -7.749 5.241 0.775 0.097
H -8.656 4.704 2.217 0.100
C 4.483 -6.001 -1.936 0.041
N 5.160 -5.615 -0.669 -0.457
O 6.235 -6.102 -0.420 0.089
O 4.572 -4.816 0.034 0.035
H 5.107 -6.711 -2.465 0.100
H 3.527 -6.441 -1.670 0.102
H 4.343 -5.095 -2.512 0.068
```

Output
net charge	+1
molar mass	638.393	g/mol
lowest unoccupied orbital energy	-4.208	eV